No. 1
Density functional theory data (ωB97M-V with the def2-TZVPD basis set) for a cluster of 2 separate species, C5H10OSi in total at a distorted geometry.

Each line ends with the natural charge from an NBO analysis.
Element x y z (Å)
C (2.60, 1.50, -0.71)  -0.40
C (2.58, 1.53, 0.60)  -0.37
C (-1.49, 0.59, -1.46)  -0.31
C (-1.52, 1.51, -0.18)  -0.41
C (-1.27, 0.06, -0.25)  0.32
O (-0.95, -1.01, 0.49)  -0.83
Si (-1.62, -2.49, 0.37)  1.23
H (1.60, 1.48, -1.04)  0.20
H (3.52, 1.39, -1.27)  0.20
H (1.64, 1.65, 0.98)  0.18
H (3.41, 1.36, 1.28)  0.19
H (-1.51, 0.34, -2.47)  0.22
H (-0.73, 2.18, 0.04)  0.18
H (-2.61, 1.80, 0.18)  0.17
H (-0.85, -2.99, 1.42)  -0.18
H (-1.48, -2.66, -1.08)  -0.20
H (-3.06, -2.48, 0.60)  -0.21

Properties
Relative energy (zero: lowest compared OMol25 entry of this formula, charge and spin) (kJ/mol): 370.9
SMILES: [SiH3]OC1=CC1.C=C
M (g/mol): 114.2
E (eV): -15267.62750

***

No. 2
Density functional theory data (ωB97M-V with the def2-TZVPD basis set) for a cluster of 2 separate species, C5H10OSi in total at a distorted geometry.

Each line ends with the natural charge from an NBO analysis.
Element x y z (Å)
C (0.46, -1.47, 1.75)  -0.65
C (-2.66, 1.51, -0.71)  -0.38
C (-0.27, -0.20, 1.47)  -0.18
C (-1.67, 1.39, 0.18)  -0.21
C (-0.88, 0.15, 0.36)  -0.21
O (1.39, -0.64, -1.95)  -1.13
Si (2.85, -0.36, -2.24)  1.63
H (1.30, -1.53, 1.07)  0.22
H (-0.15, -2.45, 1.64)  0.22
H (-3.36, 2.40, -0.80)  0.19
H (-2.96, 0.75, -1.37)  0.18
H (-0.45, 0.32, 2.32)  0.18
H (-1.37, 2.32, 0.68)  0.20
H (-0.86, -0.49, -0.54)  0.21
H (3.81, 0.36, -1.43)  -0.26
H (3.92, -0.66, -3.24)  -0.24
H (0.90, -1.40, 2.80)  0.21

Properties
Relative energy (zero: lowest compared OMol25 entry of this formula, charge and spin) (kJ/mol): 209.3
SMILES: C=C/C=C/C.O=[SiH2]
M (g/mol): 114.2
E (eV): -15269.30261

***

Repeat the first record exactly.
Density functional theory data (ωB97M-V with the def2-TZVPD basis set) for a cluster of 2 separate species, C5H10OSi in total at a distorted geometry.

Each line ends with the natural charge from an NBO analysis.
Element x y z (Å)
C (2.60, 1.50, -0.71)  -0.40
C (2.58, 1.53, 0.60)  -0.37
C (-1.49, 0.59, -1.46)  -0.31
C (-1.52, 1.51, -0.18)  -0.41
C (-1.27, 0.06, -0.25)  0.32
O (-0.95, -1.01, 0.49)  -0.83
Si (-1.62, -2.49, 0.37)  1.23
H (1.60, 1.48, -1.04)  0.20
H (3.52, 1.39, -1.27)  0.20
H (1.64, 1.65, 0.98)  0.18
H (3.41, 1.36, 1.28)  0.19
H (-1.51, 0.34, -2.47)  0.22
H (-0.73, 2.18, 0.04)  0.18
H (-2.61, 1.80, 0.18)  0.17
H (-0.85, -2.99, 1.42)  -0.18
H (-1.48, -2.66, -1.08)  -0.20
H (-3.06, -2.48, 0.60)  -0.21

Properties
Relative energy (zero: lowest compared OMol25 entry of this formula, charge and spin) (kJ/mol): 370.9
SMILES: [SiH3]OC1=CC1.C=C
M (g/mol): 114.2
E (eV): -15267.62750